# C13H12ClNO3

C13H12ClNO3 in the gas phase in a non-equilibrium geometry (ωB97M-V/def2-TZVPD, the Open Molecules 2025 dataset).

```
! wB97M-V def2-TZVPD RIJCOSX def2/J DEFGRID3
* xyz 0 1
O 0.893 -4.079 0.780
H 1.645 -0.609 -0.905
C -0.311 0.331 -0.546
H -1.723 -0.884 1.684
O 2.538 -3.072 -0.403
C 1.446 -3.046 0.095
H -2.578 -1.775 0.430
H 2.493 1.852 1.821
C 2.931 1.772 -0.293
H 2.441 1.491 -1.223
H 3.134 2.839 -0.326
H -1.544 -0.960 -1.720
C 2.048 1.447 0.908
C 0.444 -1.949 0.111
C -1.915 -1.879 1.288
N -0.356 -3.719 1.254
Cl -3.857 0.521 -2.400
C -0.644 -2.523 0.885
C -2.462 0.949 -1.473
C -1.462 0.021 -1.278
H 3.871 1.235 -0.212
H 1.932 0.362 1.028
H -2.403 -2.493 2.040
H -1.118 3.512 0.248
C 0.677 -0.739 -0.433
H -3.134 2.948 -1.073
C -0.191 1.618 0.006
O 0.784 2.071 0.828
C -1.229 2.536 -0.196
C -2.352 2.221 -0.926
*
```

SMILES string: CCOc1ccc(Cl)cc1/C=C1/C(=O)ON=C1C
ΔE to the lowest compared entry with this formula, charge and spin: 0.0 kcal per mole
Orbital gap: 0.297 hartree

# C13H12LaO5P

A molecular structure, C13H12LaO5P in a non-equilibrium geometry (ωB97M-V/def2-TZVPD, the Open Molecules 2025 dataset).

```
! wB97M-V def2-TZVPD RIJCOSX def2/J DEFGRID3
* xyz 2 1
H -1.698 1.855 -1.235
C -0.571 0.924 2.924
O 2.935 2.363 -2.783
O 2.046 -1.593 -5.562
O -0.792 1.636 -4.993
P -0.864 0.066 0.221
H 2.618 -1.243 3.423
H -1.659 -0.123 -4.158
C -2.549 -0.371 0.744
H -0.390 1.393 5.033
C 1.119 -0.566 2.038
H -2.920 0.320 1.506
H -1.634 2.366 0.476
La 0.509 -0.541 -2.351
C 1.578 -1.252 -4.565
O 3.267 -2.415 -0.709
H -0.145 2.305 -0.502
C 2.425 -1.827 -1.233
C -0.044 0.195 1.844
H 1.540 -1.093 1.182
H 1.643 -0.027 5.366
C -1.107 1.818 -0.310
C -0.856 -2.765 -2.558
C 2.142 1.537 -2.664
C -0.872 0.771 -4.191
C 0.032 0.838 4.189
H -1.450 1.554 2.776
C 1.175 0.049 4.382
O -1.396 -3.781 -2.648
C 1.720 -0.644 3.293
H -3.246 -0.366 -0.098
H -2.558 -1.382 1.160
*
```

Orbital gap (alpha / beta): 0.199 / 0.199 hartree

# C13H12N2OS

C13H12N2OS in the gas phase in a non-equilibrium geometry (ωB97M-V/def2-TZVPD, the Open Molecules 2025 dataset).

```
! wB97M-V def2-TZVPD RIJCOSX def2/J DEFGRID3
* xyz 0 1
H -4.537 2.958 -0.238
N 0.406 -0.659 0.610
C 3.972 -0.314 0.235
C 5.774 1.108 -0.638
H 6.430 -0.422 -2.001
H 4.521 -1.932 -1.073
C -5.591 1.097 -0.328
H -4.184 -1.956 -0.006
S 4.534 1.292 0.537
C -3.225 1.294 0.019
C -4.261 -0.879 -0.057
C 5.744 -0.111 -1.233
C -3.114 -0.097 0.086
C 2.790 -0.845 0.970
H 6.447 1.921 -0.826
H 2.594 -1.873 0.662
C 4.707 -0.928 -0.732
C 1.571 0.052 0.736
H -6.373 -0.895 -0.373
C -4.456 1.882 -0.187
H -1.813 -1.826 0.348
H 2.982 -0.832 2.049
O 1.629 1.251 0.684
H -6.554 1.560 -0.489
N -0.768 -0.040 0.419
H 0.424 -1.681 0.661
C -1.829 -0.727 0.298
C -5.491 -0.283 -0.263
H -2.330 1.886 0.130
*
```

SMILES string: O=C(Cc1cccs1)N/N=C/c1ccccc1
ΔE to the lowest compared entry with this formula, charge and spin: 46.1 kcal per mole
Orbital gap: 0.326 hartree

# C13H12N3O3S

A gas-phase ion, C13H12N3O3S (charge +1) in a non-equilibrium geometry (ωB97M-V/def2-TZVPD, the Open Molecules 2025 dataset).

```
! wB97M-V def2-TZVPD RIJCOSX def2/J DEFGRID3
* xyz 1 1
O -5.272 -3.941 -0.949
C 0.766 0.946 -1.072
S 1.713 0.052 2.653
H -3.281 -3.889 0.565
C -3.479 -0.837 -0.955
H 1.902 2.851 -1.199
H -1.149 -2.980 1.358
H 4.458 3.744 -0.260
C 4.819 2.780 0.074
H -0.265 -1.428 2.854
H 0.786 0.097 -1.746
H -0.063 1.616 -1.280
C -2.967 -2.899 0.223
O 4.043 1.870 2.094
C 2.100 1.775 -1.023
C 1.688 0.815 1.015
C 3.799 2.078 0.897
C -3.869 -2.155 -0.607
N -5.080 -2.743 -1.090
C -1.425 -1.029 0.370
C -1.770 -2.332 0.705
C 0.228 -0.745 2.196
C -2.287 -0.285 -0.454
C -0.207 -0.410 0.946
N 0.650 0.486 0.312
H 5.749 2.915 0.665
H 5.068 2.190 -0.803
H 2.794 1.419 -1.773
H -2.082 0.759 -0.693
O -5.902 -2.024 -1.662
N 2.633 1.584 0.336
H -4.099 -0.283 -1.693
*
```

Orbital gap: 0.322 hartree

# C13H12O5PSr

A molecular structure, C13H12O5PSr in a non-equilibrium geometry (ωB97M-V/def2-TZVPD, the Open Molecules 2025 dataset).

```
! wB97M-V def2-TZVPD RIJCOSX def2/J DEFGRID3
* xyz 1 1
C 0.325 -0.227 -1.866
Sr -1.459 0.532 0.023
C -0.563 -4.213 -1.276
C 0.920 1.660 -0.165
H 0.762 1.612 3.183
C 1.768 1.658 5.082
O -1.245 -5.095 -1.138
O 0.834 -1.090 -2.512
H -2.633 -0.663 2.364
H 2.535 1.681 7.105
C -0.631 1.414 4.852
H -2.726 2.345 1.789
C -0.447 0.961 -2.468
C -0.753 1.362 6.257
H 2.751 1.772 4.622
O 1.956 1.940 -0.583
C 0.714 -1.042 0.383
H -1.949 3.414 2.956
P -2.184 1.210 3.904
C 1.647 1.607 6.477
H -0.817 -0.452 2.576
H 0.280 1.417 8.146
C -1.894 2.407 2.516
O 1.744 -1.536 0.333
H -1.743 1.244 6.706
C 0.381 1.458 7.060
H -1.813 -1.177 3.838
C 0.637 1.564 4.268
H -2.048 1.130 -1.458
H -0.908 2.336 2.022
C -1.810 -0.403 3.057
O -0.121 1.666 -3.399
*
```

ΔE to the lowest compared entry with this formula, charge and spin: 110.6 kcal per mole
Orbital gap: 0.237 hartree

# C13H12Si

C13H12Si in the gas phase in a non-equilibrium geometry (ωB97M-V/def2-TZVPD, the Open Molecules 2025 dataset).

```
! wB97M-V def2-TZVPD RIJCOSX def2/J DEFGRID3
* xyz 0 1
C 0.002 0.332 2.874
Si -1.556 0.155 0.296
C -0.105 0.854 -1.147
H -0.448 0.460 -2.091
C -0.512 0.245 1.795
H -2.618 2.517 0.714
H -4.172 0.460 -1.019
C -2.203 -2.536 -0.716
H 4.335 -1.543 0.686
C -2.866 1.540 0.329
C 3.512 -0.967 0.222
C 1.384 -1.089 -0.852
C -3.996 1.288 -0.282
C 2.175 1.004 -0.143
C 1.209 0.284 -0.759
H 0.586 -1.577 -1.375
H -4.861 1.990 -0.303
H 4.158 1.029 0.749
H 0.331 0.534 3.859
H -2.451 -3.500 -0.833
C 3.354 0.419 0.346
C 2.449 -1.693 -0.288
C -2.128 -1.368 -0.415
H 1.752 1.977 -0.145
H 2.689 -2.733 -0.460
H -0.022 1.917 -1.043
*
```

SMILES string: C#C[Si](C#C)(C=C)Cc1ccccc1
ΔE to the lowest compared entry with this formula, charge and spin: 75.6 kcal per mole
Orbital gap: 0.323 hartree

# C13H13F3N3O5

4 unconnected molecules or ions with the total composition C13H13F3N3O5 in a non-equilibrium geometry (ωB97M-V/def2-TZVPD, the Open Molecules 2025 dataset).

```
! wB97M-V def2-TZVPD RIJCOSX def2/J DEFGRID3
* xyz -1 1
H -5.718 5.039 1.295
H -1.106 2.548 1.881
C -5.837 4.666 0.274
C 2.079 -0.638 -0.446
H 2.187 -3.141 0.780
H 2.108 2.633 -2.783
F 5.327 -3.950 -1.557
F 4.608 -5.836 -0.220
C 0.725 2.384 -1.151
O -0.979 -3.495 1.671
H -0.904 4.309 1.713
C 1.027 2.602 -2.624
H 0.591 3.549 -2.958
N -3.561 3.268 -0.497
C -0.526 -4.500 0.662
O -0.923 -5.774 0.706
C -1.608 3.515 1.976
C -4.593 3.902 -0.148
N 0.475 2.202 0.071
H 3.610 0.028 1.573
O 0.026 -2.487 -0.724
C 2.943 -0.256 0.625
H -6.710 4.008 0.235
H 2.010 -5.017 0.714
H 0.270 -4.576 -1.476
F 4.708 -3.575 0.721
H -2.454 3.547 1.284
C 4.375 -4.390 -0.469
O 3.025 -4.182 -1.013
H 0.603 1.787 -3.217
C -2.097 3.707 3.402
C 0.467 -3.876 -0.531
C 1.071 -1.643 -1.325
O 1.272 -1.708 -2.670
H -6.000 5.514 -0.398
N -2.503 3.866 4.585
C 2.010 -4.031 0.041
*
```

Orbital gap: 0.232 hartree

# C13H13F3N4O4S2

C13H13F3N4O4S2 in the gas phase in a non-equilibrium geometry (ωB97M-V/def2-TZVPD, the Open Molecules 2025 dataset).

```
! wB97M-V def2-TZVPD RIJCOSX def2/J DEFGRID3
* xyz 0 1
H 3.767 -0.701 -1.773
C 2.313 0.445 -2.854
F -1.642 1.116 -3.517
C 0.454 -1.358 -1.862
H 0.802 1.175 0.013
H 0.000 2.412 -0.974
H 3.031 1.147 -3.248
O -1.719 -2.899 -2.054
N -0.702 -0.656 2.162
C 1.793 -1.492 -1.545
N 1.070 -1.884 2.786
H 0.873 -3.216 1.191
C -0.527 -1.629 1.295
C 0.974 0.582 -3.179
H 0.972 3.423 1.106
C -1.416 -0.119 -3.037
C 2.725 -0.590 -2.031
C -1.146 1.795 2.854
H -1.888 0.521 4.400
H 0.651 1.387 -3.821
H -0.816 3.541 1.086
H -0.964 1.313 0.027
H -0.973 1.937 4.980
S -0.648 -2.609 -1.170
S 0.503 0.182 4.425
O -2.200 1.999 2.317
C 0.038 2.858 1.125
H 2.090 -2.325 -0.929
N -1.292 -1.871 0.190
O 0.037 2.190 2.384
C 0.298 -0.858 3.062
N 0.536 -2.380 1.646
F -1.839 -0.963 -3.977
C -0.034 1.871 -0.032
O 0.188 -3.670 -0.697
F -2.227 -0.241 -1.973
C -1.020 1.155 4.221
H -2.098 -1.276 0.081
C 0.035 -0.313 -2.676
*
```

SMILES string: CCOC(=O)CSc1n[nH]c(NS(=O)(=O)c2ccccc2C(F)(F)F)n1
Orbital gap: 0.302 hartree